# 1
67
Properties=species:S:1:pos:R:3 method="wB97M-V/def2-TZVPD" smiles="Cc1ccc(CN2CCSc3ccc(C(=O)NC4CCN(Cc5ccccc5)CC4)cc32)cc1" multiplicity=1 e_homo_ev=-7.604 homo_lumo_gap_ev=8.18
C -0.52 -3.80 -0.77
C 0.75 -3.21 -0.22
C 0.84 -2.81 1.10
C 1.99 -2.23 1.59
C 3.09 -2.03 0.77
C 4.33 -1.36 1.30
N 5.03 -0.56 0.31
C 6.46 -0.74 0.23
C 6.99 -0.36 -1.14
S 6.85 1.44 -1.34
C 5.15 1.60 -0.87
C 4.51 2.75 -1.31
C 3.17 2.97 -1.05
C 2.46 2.02 -0.33
C 0.99 2.18 -0.13
O 0.28 2.68 -0.99
N 0.53 1.71 1.05
C -0.87 1.49 1.38
C -1.69 2.78 1.29
C -3.15 2.48 1.64
N -3.69 1.49 0.72
C -5.12 1.30 0.88
C -5.70 0.54 -0.28
C -5.26 0.80 -1.57
C -5.80 0.12 -2.64
C -6.79 -0.83 -2.44
C -7.23 -1.09 -1.16
C -6.69 -0.42 -0.08
C -2.96 0.24 0.83
C -1.50 0.45 0.45
C 3.11 0.88 0.12
C 4.46 0.62 -0.13
C 3.01 -2.45 -0.55
C 1.86 -3.03 -1.04
H -1.12 -3.01 -1.24
H -1.11 -4.25 0.03
H -0.31 -4.55 -1.52
H -0.01 -2.95 1.76
H 2.04 -1.91 2.63
H 4.07 -0.75 2.18
H 5.02 -2.14 1.64
H 6.68 -1.80 0.42
H 6.98 -0.14 1.00
H 8.04 -0.61 -1.24
H 6.41 -0.84 -1.93
H 5.08 3.47 -1.87
H 2.67 3.86 -1.41
H 1.21 1.32 1.69
H -0.90 1.13 2.41
H -1.29 3.53 1.97
H -1.63 3.16 0.27
H -3.74 3.40 1.54
H -3.21 2.14 2.69
H -5.36 0.79 1.83
H -5.58 2.30 0.91
H -4.49 1.54 -1.71
H -5.45 0.33 -3.64
H -7.21 -1.36 -3.28
H -8.00 -1.83 -0.99
H -7.03 -0.63 0.92
H -3.42 -0.48 0.15
H -3.02 -0.17 1.86
H -0.95 -0.49 0.52
H -1.44 0.82 -0.57
H 2.52 0.13 0.63
H 3.86 -2.31 -1.21
H 1.81 -3.34 -2.07

***

# 2
50
Properties=species:S:1:pos:R:3 method="wB97M-V/def2-TZVPD" total_charge=-2 multiplicity=5 e_homo_ev="2.494 / -2.575" homo_lumo_gap_ev="1.70 / 6.63"
C -1.26 0.05 -4.51
I 0.53 0.80 -5.09
H -1.86 -0.41 -5.24
H -0.97 -0.70 -3.76
H -1.80 0.85 -3.98
C 0.49 3.40 0.75
C -0.70 3.68 0.24
N -1.17 2.52 -0.37
C -0.28 1.49 -0.22
N 0.75 2.08 0.45
H 1.17 3.99 1.34
H -1.28 4.59 0.29
C 1.97 -3.38 -2.13
C 0.38 -1.96 -1.32
N 1.69 -2.09 -1.66
H 0.60 -5.07 -2.34
N -0.14 -3.18 -1.59
H 2.94 -3.71 -2.39
Rh -0.60 -0.51 -0.24
C -2.55 -0.69 0.26
O -3.66 -1.06 0.36
C 0.80 -4.05 -2.10
C -1.50 -3.64 -1.35
H -1.46 -4.73 -1.29
H -2.18 -3.38 -2.17
H -1.89 -3.25 -0.41
C 2.76 -1.16 -1.46
H 3.60 -1.48 -2.09
H 3.10 -1.18 -0.41
H 2.46 -0.13 -1.72
C 1.96 1.45 0.90
H 2.83 1.95 0.45
H 1.97 0.39 0.64
H 2.03 1.55 2.00
C -2.43 2.48 -1.08
H -2.30 2.40 -2.18
H -2.95 3.42 -0.88
H -3.05 1.64 -0.72
S -0.73 -1.61 1.81
C -0.29 -0.34 2.91
C 0.94 -0.51 3.57
C 1.41 0.47 4.42
C 0.65 1.62 4.64
C -0.58 1.78 4.01
C -1.07 0.80 3.16
H 1.49 -1.42 3.37
H 2.37 0.32 4.92
H 1.03 2.39 5.33
H -1.17 2.67 4.21
H -2.04 0.89 2.68

***

Across the entries above, max |F| takes the values 0.49 2.84 eV/Å, respectively.
Across the entries above, calculated total energy takes the values -47963.0122 -49001.6241 eV, respectively.